(1)
Density functional theory data (ωB97M-V/def2-TZVPD) for a molecular structure, C20H41CrN2P3Se in a non-equilibrium geometry.

Positions of all 68 atoms, in Å:
Se  -0.436  0.149  -2.383
Cr  -0.294  -0.054  0.184
P  -0.012  -2.495  0.428
P  -0.219  2.430  0.273
P  -2.786  -0.179  0.323
N  -1.192  -0.661  3.166
N  -0.331  -0.057  2.312
C  0.471  0.710  3.084
C  4.300  0.591  2.093
C  -3.693  -1.660  0.922
C  -0.967  3.371  -1.076
C  -0.949  -0.334  4.449
C  0.934  0.161  -3.797
C  0.572  0.446  -5.139
C  3.245  -0.140  -4.536
C  -0.798  3.356  1.728
C  2.871  0.164  -5.854
C  1.532  2.916  0.220
C  1.731  -2.974  0.584
C  1.530  0.455  -6.160
C  -0.569  -3.390  -1.030
C  2.280  -0.134  -3.517
C  3.705  -0.217  1.024
C  -3.616  1.133  1.295
C  -3.529  0.015  -1.336
C  0.093  0.571  4.419
C  -0.673  -3.485  1.808
H  -3.143  1.251  2.276
H  -4.764  -1.527  0.709
H  3.342  0.465  0.227
H  2.761  -0.714  1.364
H  2.157  -2.480  1.465
H  1.577  4.012  0.161
H  -0.622  4.409  -0.986
H  4.963  1.408  1.782
H  -3.572  2.103  0.787
H  4.444  0.131  3.072
H  -4.668  0.854  1.447
H  4.283  -0.382  -4.292
H  -0.310  -4.510  1.668
H  -1.645  -3.569  -0.966
H  -1.550  -0.727  5.259
H  -1.942  -1.280  2.853
H  -0.295  -3.113  2.767
H  1.787  -4.064  0.710
H  -0.661  2.939  -2.035
H  2.060  2.556  1.113
H  -2.058  3.343  -0.987
H  4.401  -0.944  0.566
H  -0.676  4.425  1.511
H  -0.343  -2.796  -1.918
H  0.543  1.077  5.259
H  2.292  -2.661  -0.304
H  2.551  -0.359  -2.488
H  -3.141  -0.767  -2.003
H  1.246  0.685  -7.193
H  3.628  0.164  -6.638
H  -1.853  3.148  1.927
H  -0.467  0.664  -5.383
H  -1.768  -3.500  1.837
H  -4.621  -0.055  -1.264
H  -0.215  3.095  2.617
H  -3.349  -2.571  0.420
H  1.276  1.314  2.679
H  2.010  2.477  -0.662
H  -3.586  -1.818  2.003
H  -3.233  0.975  -1.778
H  -0.040  -4.346  -1.067

Summary:
spin multiplicity	4
⟨S²⟩	3.878
Kohn-Sham gap (alpha / beta)	0.164 / 0.156	Eh
charge	+3

***

(2)
Density functional theory data (ωB97M-V/def2-TZVPD) for a molecular structure, C20H41GdN2P3Se in a non-equilibrium geometry.

Positions of all 68 atoms, in Å:
Gd  -0.459  -0.018  -0.167
Se  -0.726  -1.065  -2.748
P  0.048  3.141  0.547
P  0.116  -2.820  0.291
P  -3.207  -0.143  0.246
N  -0.156  -0.171  2.219
N  0.650  0.373  4.198
C  -0.580  -0.241  4.420
C  0.691  -0.330  -3.762
C  -1.058  -0.597  3.205
C  4.237  0.290  1.561
C  2.002  -0.430  -3.247
C  0.885  0.375  2.881
C  -0.659  -3.765  1.663
C  2.886  0.291  -5.394
C  1.787  3.499  0.717
C  0.485  0.237  -5.042
C  1.890  -3.073  0.708
C  -0.483  3.429  -1.150
C  -4.129  -0.127  -1.338
C  -3.993  -1.578  1.074
C  3.084  -0.156  -4.078
C  -3.998  1.249  1.141
C  -0.084  -4.045  -1.063
C  -0.991  3.914  1.792
C  1.578  0.506  -5.867
C  4.536  0.098  0.265
H  -3.781  1.171  2.215
H  -3.980  -1.448  2.164
H  2.451  -2.134  0.598
H  0.659  -4.850  -0.980
H  -0.450  3.945  2.753
H  -0.537  0.442  -5.377
H  3.741  0.460  -6.049
H  1.806  0.743  2.441
H  0.090  4.274  -1.575
H  -1.265  4.937  1.496
H  1.282  0.732  4.910
H  -1.555  3.689  -1.195
H  -5.086  1.223  0.987
H  -3.459  -2.505  0.823
H  -0.996  -0.385  5.399
H  4.888  0.928  -0.363
H  1.432  0.888  -6.880
H  -3.712  -0.883  -2.016
H  2.009  3.816  1.747
H  2.384  2.603  0.500
H  4.374  1.257  2.059
H  -1.942  -1.154  2.932
H  -0.071  1.775  0.991
H  2.085  4.289  0.011
H  -0.143  -3.552  2.607
H  -0.314  2.554  -1.805
H  2.161  -0.749  -2.209
H  -1.908  3.322  1.949
H  0.038  -3.540  -2.036
H  -0.598  -4.843  1.458
H  4.100  -0.291  -3.695
H  2.320  -3.829  0.037
H  -1.715  -3.488  1.778
H  -5.188  -0.337  -1.138
H  -4.029  0.858  -1.810
H  3.863  -0.526  2.187
H  -3.606  2.206  0.772
H  -1.094  -4.476  -1.033
H  -5.035  -1.667  0.738
H  1.979  -3.415  1.749
H  4.449  -0.887  -0.214

Summary:
spin multiplicity	8
⟨S²⟩	16.169
Kohn-Sham gap (alpha / beta)	0.226 / 0.187	Eh
charge	+3

***

How do the records compare in relative energy (zero: lowest compared OMol25 entry of this formula, charge and spin)? In the order shown, they have 78.1, 0.9 kcal/mol.
How do the records compare in calculated total energy? In the order shown, they have -5365.02067, -5086.34927 Eh.